Below is 11 unconnected molecules or ions with the total composition C72H156BF16N8O2P2 at a distorted geometry, with properties calculated with ωB97M-V with the def2-TZVPD basis set.

- E_tot (eV) = -155905.0499
- HOMO-LUMO gap (eV) = 5.102
- net charge = +5

XYZ file:
```
257
Properties=species:S:1:pos:R:3:mulliken_charge:R:1
C -3.311 -1.404 4.820 -0.50
C -2.256 -1.360 5.945 -1.10
C -1.020 -0.459 5.445 0.22
C -1.215 0.969 6.084 -1.50
N -0.201 2.011 5.622 0.63
C -0.299 3.293 6.537 -0.58
C -0.855 4.489 5.716 -0.73
C -0.688 4.096 4.296 -0.32
C -0.763 2.476 4.264 0.57
C 1.294 1.532 5.517 -1.50
H -3.937 -2.258 5.077 0.55
H -2.889 -1.629 3.841 -0.12
H -3.879 -0.475 4.757 0.19
H -1.867 -2.372 6.062 0.41
H -2.701 -1.009 6.876 0.40
H -0.827 -0.402 4.373 0.00
H -0.155 -0.891 5.948 0.30
H -0.927 0.822 7.125 0.68
H -2.243 1.318 5.987 0.55
H 0.705 3.572 6.856 0.37
H -0.873 3.085 7.440 0.33
H -0.491 5.480 5.988 0.54
H -1.908 4.504 5.997 0.14
H 0.204 4.656 4.014 0.11
H -1.342 4.688 3.656 0.17
H -0.094 1.960 3.575 -0.56
H -1.757 2.037 4.179 0.26
H 1.912 2.387 5.243 0.64
H 1.549 0.662 4.913 0.16
H 1.396 1.390 6.593 0.62
C -1.426 -10.004 2.945 -1.13
C -2.843 -9.510 2.721 -0.53
C -2.891 -7.922 2.760 -0.83
C -2.535 -7.285 1.415 -0.65
N -2.438 -5.739 1.382 0.90
C -2.192 -5.322 -0.093 -1.13
C -1.481 -3.992 -0.057 1.43
C -0.828 -3.870 1.368 0.76
C -1.131 -5.161 2.023 -0.90
C -3.679 -5.038 1.889 -0.82
H -1.220 -11.036 2.661 0.36
H -1.145 -9.639 3.933 0.32
H -0.760 -9.429 2.302 0.26
H -3.503 -9.798 3.539 0.35
H -3.237 -9.908 1.786 0.35
H -2.379 -7.529 3.638 0.40
H -3.947 -7.673 2.868 0.44
H -3.297 -7.498 0.665 0.39
H -1.574 -7.694 1.103 0.33
H -3.168 -5.301 -0.579 0.47
H -1.558 -5.990 -0.676 0.14
H -2.121 -3.146 -0.308 -0.89
H -0.710 -3.982 -0.827 -0.17
H -1.279 -3.041 1.914 -0.95
H 0.219 -3.576 1.443 0.20
H -1.350 -5.179 3.090 0.73
H -0.224 -5.751 1.886 0.13
H -3.793 -5.386 2.916 0.45
H -4.539 -5.331 1.287 0.35
H -3.609 -3.951 1.929 0.06
C -2.202 1.949 -3.783 -1.58
C -2.227 0.717 -2.744 0.04
C -3.063 0.972 -1.614 0.17
C -3.335 -0.366 -0.812 -0.78
N -4.436 -0.238 0.257 1.40
C -4.543 -1.601 1.042 0.06
C -6.030 -1.648 1.479 -1.15
C -6.868 -0.884 0.437 -0.77
C -5.834 -0.076 -0.382 -0.62
C -4.074 0.859 1.302 -0.86
H -1.956 2.910 -3.331 0.28
H -3.229 2.159 -4.084 0.47
H -1.579 1.756 -4.656 0.42
H -1.290 0.491 -2.236 -0.10
H -2.448 -0.200 -3.290 0.26
H -4.027 1.423 -1.851 0.60
H -2.542 1.694 -0.985 -0.32
H -2.517 -0.845 -0.274 -0.32
H -3.765 -1.144 -1.443 0.72
H -3.688 -1.628 1.717 -0.51
H -4.514 -2.400 0.301 0.53
H -6.253 -1.499 2.536 0.60
H -6.376 -2.679 1.395 0.43
H -7.561 -0.244 0.984 0.31
H -7.308 -1.614 -0.242 0.30
H -6.154 0.965 -0.352 0.37
H -5.902 -0.450 -1.404 0.40
H -3.002 1.045 1.371 -0.09
H -4.339 0.655 2.340 0.01
H -4.476 1.791 0.906 0.36
C 2.889 -5.360 3.635 -1.38
C 3.554 -4.602 2.459 -0.20
C 4.573 -3.525 2.869 -0.48
C 4.023 -2.545 3.938 -0.64
N 5.115 -1.526 4.380 0.70
C 4.410 -0.643 5.411 -0.27
C 4.972 0.727 5.299 -0.73
C 5.180 0.868 3.758 0.06
C 5.551 -0.516 3.279 0.12
C 6.223 -2.284 5.107 -0.96
H 2.221 -6.128 3.245 0.46
H 2.281 -4.697 4.252 0.28
H 3.710 -5.766 4.225 0.35
H 2.848 -4.158 1.757 -0.09
H 3.992 -5.354 1.802 0.56
H 5.042 -3.161 1.955 0.17
H 5.352 -4.121 3.344 0.36
H 3.673 -3.096 4.812 0.70
H 3.229 -1.961 3.472 0.08
H 4.573 -1.032 6.417 0.52
H 3.343 -0.579 5.201 -0.36
H 5.839 0.860 5.947 0.38
H 4.287 1.431 5.771 0.38
H 5.962 1.586 3.511 0.49
H 4.295 1.268 3.262 -0.30
H 6.635 -0.552 3.169 0.11
H 5.119 -0.862 2.340 -0.34
H 7.028 -2.528 4.414 0.30
H 5.749 -3.065 5.702 0.34
H 6.547 -1.527 5.820 0.45
C -6.024 11.598 -1.964 -1.25
C -6.234 10.052 -2.353 -0.61
C -4.968 9.149 -2.047 -0.73
C -5.374 7.608 -1.823 -0.96
N -4.191 6.672 -1.532 0.76
C -4.754 5.349 -1.137 -1.22
C -3.701 4.664 -0.232 1.64
C -2.837 5.859 0.324 0.10
C -3.465 7.105 -0.271 -0.98
C -3.392 6.506 -2.835 -0.75
H -6.016 11.838 -0.901 0.36
H -6.949 12.074 -2.290 0.40
H -5.189 12.061 -2.490 0.33
H -6.458 9.897 -3.408 0.34
H -7.074 9.579 -1.844 0.40
H -4.449 9.589 -1.195 0.41
H -4.277 9.424 -2.844 0.37
H -6.081 7.192 -2.541 0.50
H -5.960 7.650 -0.905 0.42
H -4.988 4.676 -1.962 0.51
H -5.644 5.455 -0.516 0.31
H -3.050 3.988 -0.785 -0.51
H -4.023 4.048 0.608 -0.64
H -1.822 5.821 -0.071 -0.24
H -2.895 5.909 1.412 0.32
H -2.756 7.919 -0.424 0.49
H -4.209 7.467 0.437 0.37
H -2.492 5.983 -2.511 0.28
H -3.064 7.490 -3.171 0.29
H -4.025 6.084 -3.615 0.30
C 2.379 -2.068 -1.706 -0.43
C 1.560 -1.051 -2.487 1.42
C 2.257 -0.783 -3.865 -0.89
C 3.646 -0.141 -3.656 0.07
N 4.309 0.324 -4.933 0.63
C 4.653 -0.895 -5.839 -0.71
C 5.979 -0.404 -6.461 -0.79
C 6.538 0.847 -5.720 -0.73
C 5.636 1.050 -4.509 0.18
C 3.468 1.288 -5.736 -0.88
H 3.276 -1.626 -1.273 -0.27
H 2.696 -2.867 -2.376 0.44
H 1.736 -2.442 -0.910 -0.09
H 1.188 -0.149 -2.001 -0.43
H 0.572 -1.456 -2.707 -0.21
H 1.624 -0.116 -4.450 0.39
H 2.185 -1.720 -4.417 -0.05
H 4.345 -0.906 -3.317 0.48
H 3.673 0.822 -3.144 -0.62
H 3.720 -1.114 -6.359 0.45
H 4.674 -1.834 -5.287 0.37
H 5.795 -0.144 -7.503 0.35
H 6.772 -1.143 -6.573 0.44
H 6.339 1.747 -6.301 0.35
H 7.559 0.578 -5.451 0.39
H 5.480 2.111 -4.315 -0.04
H 6.028 0.568 -3.613 0.16
H 3.928 1.569 -6.684 0.44
H 3.162 2.152 -5.146 0.21
H 2.546 0.852 -6.118 0.34
C -1.811 -3.233 -4.524 -2.17
C -1.360 -4.641 -4.988 2.02
C -1.725 -4.675 -6.498 -1.48
C -1.091 -5.775 -7.350 -0.82
C 0.479 -5.510 -7.304 -1.03
C 1.059 -5.586 -5.831 0.89
N 0.162 -4.758 -4.810 0.93
O 0.743 -4.552 -3.580 -0.15
C 2.552 -5.250 -5.791 -1.79
C 1.076 -7.053 -5.471 -1.58
C -2.066 -5.795 -4.284 -1.63
H -2.888 -3.070 -4.473 0.51
H -1.454 -2.400 -5.129 0.53
H -1.435 -3.071 -3.514 0.24
H -1.492 -3.809 -7.117 0.41
H -2.804 -4.822 -6.537 0.57
H -1.510 -5.667 -8.350 0.46
H -1.419 -6.781 -7.089 0.36
H 0.709 -4.489 -7.608 0.39
H 1.057 -6.238 -7.874 0.51
H 2.801 -4.280 -6.221 0.38
H 3.193 -5.896 -6.391 0.47
H 3.024 -5.236 -4.809 0.47
H 0.035 -7.373 -5.439 0.45
H 1.565 -7.260 -4.519 0.37
H 1.592 -7.574 -6.278 0.49
H -2.514 -5.489 -3.339 0.38
H -1.451 -6.664 -4.051 0.44
H -2.748 -6.410 -4.871 0.40
C 5.604 4.154 0.631 -1.70
C 4.574 5.125 -0.003 1.73
C 4.678 5.026 -1.501 -2.10
C 3.845 3.868 -2.124 0.92
C 2.395 3.871 -1.697 -1.72
C 2.213 3.680 -0.203 1.97
N 3.103 4.787 0.452 0.81
O 2.864 5.036 1.804 -0.31
C 2.708 2.228 0.265 -0.48
C 0.696 4.033 0.090 -2.19
C 4.827 6.568 0.429 -1.75
H 6.596 4.585 0.496 0.48
H 5.705 3.175 0.162 0.22
H 5.532 3.908 1.691 0.41
H 5.738 5.021 -1.757 0.48
H 4.251 5.944 -1.905 0.48
H 4.325 2.907 -1.938 -0.75
H 3.951 4.061 -3.192 0.54
H 1.751 3.242 -2.313 0.64
H 2.120 4.900 -1.927 0.49
H 2.371 1.963 1.267 0.10
H 3.734 1.922 0.059 -0.02
H 2.237 1.510 -0.406 -0.25
H 0.489 5.054 -0.231 0.93
H 0.555 3.909 1.164 0.13
H 0.020 3.324 -0.388 0.19
H 5.841 6.848 0.143 0.44
H 4.829 6.769 1.500 0.42
H 4.282 7.292 -0.176 0.43
B -0.220 -0.320 1.558 0.50
F 0.034 -1.020 0.422 -0.16
F 0.551 -0.884 2.519 -0.58
F 0.121 1.006 1.340 -0.07
F -1.516 -0.507 1.868 -0.15
P -5.295 3.224 4.001 1.24
F -5.307 4.813 3.692 -0.39
F -6.480 3.495 5.169 -0.37
F -6.402 3.078 2.811 -0.41
F -5.296 1.667 4.360 -0.32
F -4.108 3.084 2.814 -0.30
F -4.272 3.506 5.136 -0.33
P 6.264 -0.263 -0.420 1.53
F 6.554 -1.447 0.582 -0.37
F 6.948 0.811 0.590 -0.40
F 7.747 -0.245 -1.099 -0.43
F 5.846 0.909 -1.434 -0.51
F 5.986 -1.432 -1.528 -0.33
F 4.776 -0.092 0.199 -0.16
```